The following is a DFT calculation (ωB97M-V/def2-TZVPD) of C32H52FIO43S10 as an isolated structure in a non-equilibrium geometry.

Geometry as ORCA input:
```
! RIJCOSX wB97M-V def2-TZVPD def2/J DEFGRID3
* xyz 0 1
C -3.64246 3.43860 4.19215
C -2.82698 2.22239 3.44329
C -3.79832 1.08329 2.83673
C -4.78664 1.57200 1.66686
I -6.68605 2.30356 2.58304
O -4.41570 2.67064 0.78993
S -5.60044 2.82083 -0.40258
O -6.51798 4.02082 -0.40905
O -4.79287 3.02124 -1.68230
O -6.31149 1.27625 -0.17607
C -5.36555 0.46096 0.62874
O -6.18306 -0.45122 1.40349
C -4.40429 -0.13946 -0.53111
C -2.91552 -0.56123 -0.06276
O -2.66335 -1.63090 0.58292
F -1.84134 0.31580 -0.45401
O -1.96550 2.86520 2.47142
C -0.61637 3.08153 2.96727
C 0.35400 2.12329 2.05462
C 0.95965 0.81047 2.68009
C 1.85061 -0.08788 1.71109
C 2.08386 0.32976 0.19242
C 1.46120 1.68901 -0.37662
C 0.57656 2.60422 0.55238
H -2.91284 4.10991 4.80558
H -4.17905 4.02743 3.35302
H -4.43903 2.94394 4.86200
H -2.23723 1.70377 4.30937
H -3.13918 0.17744 2.58047
H -4.47901 0.73957 3.71985
H -5.58995 -1.01593 1.97801
H -4.29437 0.52468 -1.46059
H -4.91482 -1.12272 -0.89828
H -0.47341 2.92301 4.09558
H -0.30634 4.18977 2.76262
H 0.76006 0.52525 3.77526
H 2.27720 -1.05259 2.17011
H 2.70051 -0.33866 -0.50785
H 1.59842 2.01799 -1.46676
H 0.10545 3.59113 0.15722
C -7.34223 -4.87782 0.33820
C -7.06749 -4.14614 -0.96677
O -6.09219 -3.15340 -0.63753
S -5.13983 -3.72092 0.54887
O -3.94654 -4.24846 -0.04777
O -5.12040 -2.76055 1.61092
O -6.07809 -4.97229 0.99435
H -8.01595 -4.30146 0.97926
H -7.76080 -5.87192 0.17290
H -7.95952 -3.68548 -1.37910
H -6.62825 -4.81773 -1.71043
C -3.25309 -8.49606 -1.64461
C -2.96430 -8.28969 -0.16487
O -4.24648 -8.20446 0.45578
S -5.29240 -9.14458 -0.36013
O -5.39101 -10.40239 0.32300
O -6.43803 -8.35214 -0.70939
O -4.38800 -9.36102 -1.69184
H -3.52273 -7.55319 -2.12926
H -2.40937 -8.94564 -2.17076
H -2.38459 -7.38524 0.02381
H -2.44060 -9.15219 0.25881
C 1.08123 7.51430 -0.73225
C 2.11361 8.30341 0.05879
O 2.18816 7.65008 1.32629
S 1.91149 6.06185 1.12070
O 3.17713 5.39018 1.05119
O 0.86601 5.66076 2.01477
O 1.29919 6.14643 -0.38057
H 0.06420 7.78491 -0.43356
H 1.19238 7.65427 -1.80987
H 1.83273 9.35015 0.18076
H 3.10043 8.24414 -0.41067
C 6.80701 0.65314 -0.06037
C 6.44998 -0.58038 -0.87657
O 6.29280 -1.62848 0.08098
S 5.72019 -0.99584 1.46373
O 4.29702 -1.18304 1.49027
O 6.58000 -1.40396 2.53949
O 6.01793 0.56428 1.12535
H 7.86160 0.64171 0.23083
H 6.58879 1.57871 -0.59458
H 7.22191 -0.83554 -1.60345
H 5.49363 -0.44878 -1.39291
C 0.15938 8.89033 -5.95043
C 1.40684 9.76182 -5.98015
O 1.65454 10.10090 -4.61590
S 1.17001 8.87332 -3.66935
O 2.31835 8.07162 -3.35365
O 0.28339 9.39542 -2.67065
O 0.29058 8.08207 -4.78064
H -0.74422 9.49771 -5.84523
H 0.07295 8.26328 -6.83921
H 1.27207 10.66104 -6.58232
H 2.27063 9.20203 -6.35136
C -11.90157 -3.66640 -4.40258
C -11.64069 -2.64205 -3.30742
O -11.34156 -3.41208 -2.14333
S -10.59601 -4.78345 -2.59282
O -9.17838 -4.59255 -2.44830
O -11.29463 -5.89076 -2.01178
O -10.95740 -4.71311 -4.17426
H -12.90660 -4.08946 -4.31631
H -11.77008 -3.24553 -5.40071
H -12.49976 -1.99400 -3.13037
H -10.76505 -2.02884 -3.54114
C 11.06189 1.19869 -2.90793
C 10.68142 0.02227 -3.79586
O 9.25795 0.07247 -3.88800
S 8.77731 1.62343 -3.81862
O 8.56796 2.08971 -5.15841
O 7.78734 1.74460 -2.78790
O 10.17201 2.25323 -3.27465
H 10.89703 0.96559 -1.85185
H 12.09845 1.50703 -3.05334
H 11.00731 -0.93316 -3.38299
H 11.08961 0.14057 -4.80415
C 4.25171 -6.15093 1.36898
C 4.94427 -6.43252 0.04270
O 4.44855 -5.43908 -0.85318
S 4.14070 -4.07688 -0.01648
O 5.27179 -3.19023 -0.15821
O 2.79424 -3.67035 -0.29250
O 4.19166 -4.72834 1.47133
H 3.22770 -6.53583 1.36874
H 4.79652 -6.57089 2.21617
H 4.72946 -7.43312 -0.33471
H 6.02741 -6.30083 0.12754
C 6.31032 -0.63006 5.60369
C 7.55620 0.24283 5.58315
O 7.79831 0.57617 6.95027
S 7.31145 -0.65701 7.88998
O 8.45812 -1.45961 8.20841
O 6.42068 -0.14154 8.88819
O 6.43722 -1.44450 6.77089
H 5.40546 -0.02392 5.70806
H 6.22858 -1.25214 4.71217
H 7.42255 1.14455 4.98442
H 8.42215 -0.31428 5.21269
*
```

Calculated values
molecular weight: 1591.3 Da
LUMO energy: 0.164 eV


The following is a DFT calculation (ωB97M-V/def2-TZVPD) of a 8-piece molecular cluster, C32H52N4O4 overall in a non-equilibrium geometry.

Geometry as ORCA input:
```
! RIJCOSX wB97M-V def2-TZVPD def2/J DEFGRID3
* xyz 0 1
N 5.42967 -0.10493 -0.37467
C 4.78963 0.19576 -1.53970
C 3.57097 0.75384 -1.19490
C 3.50928 0.76425 0.22878
C 4.69969 0.25800 0.70814
H 6.32206 -0.55709 -0.30496
H 5.24808 -0.01306 -2.49844
H 2.80909 1.01114 -1.92370
H 2.73386 1.13073 0.83882
H 5.11762 0.04425 1.65946
N -1.61434 -4.13868 -2.20065
C -1.57086 -4.61097 -0.91039
C -2.91944 -4.69982 -0.49874
C -3.72112 -4.34813 -1.60821
C -2.88320 -4.07610 -2.64657
H -0.85047 -3.74751 -2.73573
H -0.67923 -4.81890 -0.37441
H -3.22831 -5.13499 0.44230
H -4.77296 -4.33319 -1.72474
H -3.10738 -3.88273 -3.67290
N -1.27307 -0.74106 2.63758
C -1.98125 -1.08381 1.52291
C -1.58513 -0.32321 0.45663
C -0.47281 0.49965 0.89916
C -0.35662 0.25700 2.26074
H -1.42941 -1.20697 3.55649
H -2.67021 -1.89182 1.59380
H -2.02629 -0.34812 -0.50669
H 0.21917 1.14125 0.37807
H 0.32450 0.61836 3.00240
N 0.86140 -2.56702 4.78534
C 1.24229 -1.37478 5.20477
C 0.20941 -0.78375 5.85092
C -0.87860 -1.64274 5.72795
C -0.44450 -2.72487 5.03928
H 1.43098 -3.17489 4.23360
H 2.16615 -0.87861 4.91585
H 0.20510 0.21258 6.24033
H -1.88360 -1.45102 6.05003
H -0.99150 -3.60086 4.68907
C 2.10290 -2.72882 -1.63574
C 1.11293 -1.86409 -0.87093
C 1.46348 -2.09593 0.59973
O 2.31338 -3.20745 0.63399
C 3.10829 -3.09128 -0.56809
H 2.60060 -2.20679 -2.48483
H 1.56356 -3.61594 -2.04117
H 0.07044 -2.08498 -0.93181
H 1.22294 -0.76080 -1.08519
H 0.60294 -2.32644 1.21733
H 2.04924 -1.23608 1.01506
H 3.56282 -4.07383 -0.70599
H 3.93421 -2.38477 -0.36251
C -0.02517 0.55361 -4.89640
C -0.79303 0.71617 -3.59810
C -1.41626 -0.63734 -3.42038
O -0.49537 -1.60703 -4.01248
C 0.48049 -0.88633 -4.79744
H 0.74845 1.27383 -5.02450
H -0.72360 0.66089 -5.72317
H -1.38339 1.61701 -3.66477
H -0.15906 0.89974 -2.70144
H -2.35736 -0.69296 -3.95290
H -1.61237 -0.96489 -2.41915
H 0.40453 -1.43053 -5.75682
H 1.49696 -0.83734 -4.39875
C 1.61017 3.95309 -1.08613
C 2.92714 4.47982 -1.57127
C 3.16825 3.62385 -2.81619
O 1.93234 2.97808 -3.18537
C 0.93342 3.61317 -2.45478
H 0.89398 4.49594 -0.48636
H 1.79270 2.99826 -0.62575
H 3.77599 4.38674 -0.89544
H 2.84537 5.52809 -1.96964
H 3.87047 2.81384 -2.60079
H 3.54228 4.24064 -3.61743
H -0.01002 3.09001 -2.44450
H 0.69653 4.59476 -2.95399
C -3.45116 3.95740 3.06633
C -4.86191 4.20143 3.68686
C -5.70032 3.02653 3.03921
O -4.82268 2.33353 2.17060
C -3.50352 2.50045 2.66126
H -2.61445 4.14557 3.77330
H -3.32518 4.56042 2.16687
H -5.28814 5.13981 3.38981
H -4.89127 3.99698 4.76257
H -6.55637 3.32074 2.37840
H -6.15005 2.40125 3.78616
H -2.92334 2.25325 1.78023
H -3.31146 1.75151 3.42553
*
```

Calculated values
energy relative to the best compared isomer or geometry (same formula, charge and spin): 0.835 eV
SMILES: c1cc[nH]c1.c1cc[nH]c1.c1cc[nH]c1.c1cc[nH]c1.C1CCOC1.C1CCOC1.C1CCOC1.C1CCOC1
molecular weight: 556.8 Da
LUMO energy: 0.571 eV


The following is a DFT calculation (ωB97M-V/def2-TZVPD) of C32H53AlO24P as an isolated structure in a non-equilibrium geometry.

Geometry as ORCA input:
```
! RIJCOSX wB97M-V def2-TZVPD def2/J DEFGRID3
* xyz -1 1
C -0.45106 7.06345 1.12461
C 0.08821 5.58093 1.67660
O -0.61170 5.01137 2.65929
O 1.31778 5.07502 1.05337
C 1.28192 3.62699 0.81150
C 0.81606 3.17673 -0.69358
Al -0.52808 4.42543 -1.60791
P 0.73738 6.17205 -2.58025
O -0.06258 7.54037 -2.61584
H 0.44283 7.84086 1.27052
H -0.65016 6.98267 -0.03326
H -1.43994 7.39712 1.65572
H 0.64889 3.00457 1.57327
H 2.40599 3.24401 0.93673
H 1.79665 3.18034 -1.36535
H 0.37469 2.08149 -0.72997
H -1.43563 3.68704 -2.70155
H -1.55835 5.01870 -0.51685
H 1.98531 6.26958 -1.85155
H 1.08065 5.68055 -3.91061
C 0.92363 -2.48314 0.69030
C -0.01828 -1.90323 -0.34505
C 0.19429 -2.44591 -1.72568
O -0.28337 -1.39096 -2.54219
C -0.11407 -0.24088 -1.82444
O -0.24225 0.88284 -2.27915
O 0.22027 -0.51708 -0.52713
H 0.82203 -1.94783 1.64035
H 0.71803 -3.54425 0.86005
H 1.96894 -2.37397 0.38102
H -1.05816 -2.02566 -0.01830
H -0.37209 -3.36361 -1.90721
H 1.24811 -2.62163 -1.97062
C -4.34437 5.17201 -4.08410
C -5.53609 4.54745 -3.38756
C -5.60125 4.84417 -1.92007
O -6.32778 3.73550 -1.41929
C -6.08641 2.69807 -2.27484
O -6.39685 1.53891 -2.06058
O -5.44817 3.13201 -3.40420
H -4.26813 4.80395 -5.11278
H -4.42714 6.26276 -4.10541
H -3.40696 4.90151 -3.58577
H -6.46330 4.83306 -3.89924
H -6.12443 5.77996 -1.70440
H -4.61994 4.86236 -1.43210
C 2.28195 -6.06817 -5.66819
C 2.52123 -5.22722 -4.43085
C 3.75999 -5.60309 -3.67586
O 3.44905 -5.18621 -2.35779
C 2.08866 -5.24390 -2.24595
O 1.47599 -5.13329 -1.19793
O 1.50424 -5.44408 -3.46639
H 1.29658 -5.84926 -6.09314
H 3.04435 -5.87605 -6.42903
H 2.28779 -7.13718 -5.42855
H 2.51504 -4.16210 -4.69274
H 4.64971 -5.08623 -4.04624
H 3.95371 -6.68180 -3.65979
C 0.76622 4.48293 5.45570
C 2.16758 4.71447 5.98297
C 2.76149 6.02486 5.56348
O 4.15168 5.75383 5.60455
C 4.29009 4.41363 5.37829
O 5.35159 3.85553 5.15990
O 3.07871 3.78020 5.42756
H 0.44330 3.45831 5.66862
H 0.05409 5.17834 5.90992
H 0.72702 4.60253 4.36739
H 2.18429 4.59359 7.07302
H 2.50491 6.83930 6.24670
H 2.49747 6.31904 4.54115
C 4.30846 -5.28248 5.30256
C 3.36655 -4.70257 4.26721
C 3.57912 -5.24525 2.88658
O 3.10146 -4.19030 2.07007
C 3.27076 -3.04022 2.78782
O 3.14258 -1.91650 2.33311
O 3.60511 -3.31641 4.08514
H 4.20686 -4.74717 6.25261
H 4.10286 -6.34359 5.47231
H 5.35378 -5.17331 4.99328
H 2.32667 -4.82499 4.59396
H 3.01274 -6.16295 2.70505
H 4.63294 -5.42097 2.64164
C -3.73854 -3.51507 -6.26190
C -2.35339 -3.93424 -5.81344
C -1.82485 -3.13592 -4.66056
O -0.42289 -3.24155 -4.83699
C -0.21536 -3.42493 -6.17483
O 0.87422 -3.37227 -6.71887
O -1.39318 -3.67406 -6.82427
H -4.00997 -4.02799 -7.19072
H -4.48736 -3.74803 -5.49899
H -3.77838 -2.44126 -6.47547
H -2.33596 -5.01033 -5.60170
H -2.12591 -3.54701 -3.69294
H -2.09842 -2.07523 -4.69927
C -1.81987 -0.04704 5.06884
C -2.48096 -1.29037 4.50978
C -2.09286 -2.55161 5.22004
O -2.28121 -3.53407 4.21651
C -2.10210 -2.90133 3.01899
O -2.00587 -3.46932 1.94472
O -2.04324 -1.54482 3.18497
H -2.02323 0.81514 4.42483
H -2.18283 0.17304 6.07724
H -0.73067 -0.15912 5.10528
H -3.56964 -1.15900 4.48510
H -2.72696 -2.75655 6.08713
H -1.04232 -2.57408 5.53189
*
```

Calculated values
energy relative to the best compared isomer or geometry (same formula, charge and spin): 3.468 eV
molecular weight: 879.7 Da
LUMO energy: 1.745 eV


The following is a DFT calculation (ωB97M-V/def2-TZVPD) of C32H53AsBInN4S3Si2 as an isolated structure.

Geometry as ORCA input:
```
! RIJCOSX wB97M-V def2-TZVPD def2/J DEFGRID3
* xyz 0 1
In -0.09799 -0.58439 -0.56302
C -0.09298 -4.00872 -2.00594
N 0.85716 -4.42908 -0.99415
C 0.96341 -5.72040 -0.49773
C 1.99689 -5.71038 0.36762
N 2.52274 -4.43590 0.40058
B 3.76666 -4.03203 1.26673
N 3.54015 -2.72020 2.10634
C 4.63995 -1.92494 2.39259
C 4.22629 -0.83881 3.06479
N 2.85252 -0.96623 3.20003
C 1.97904 -0.01405 3.84566
C 2.42916 -2.13054 2.61549
S 0.80371 -2.65174 2.64802
C 1.82088 -3.66029 -0.42911
S 2.14168 -2.00425 -0.78417
H -0.89004 -4.74625 -2.06342
H 0.38686 -3.91337 -2.97900
H -0.52722 -3.04926 -1.74744
H 0.28961 -6.50651 -0.80058
H 2.41456 -6.50315 0.96855
H 3.99676 -4.95952 2.01445
H 4.67728 -3.79515 0.49776
H 5.63271 -2.21555 2.08280
H 4.76953 0.00577 3.45557
H 2.58319 0.67078 4.43985
H 1.27642 -0.53684 4.48718
H 1.39529 0.54593 3.11644
C -1.84579 -0.10777 5.62524
C -1.87267 0.83209 4.59973
C -1.84221 0.41705 3.27177
C -1.79635 -0.94075 2.94012
C -1.75857 -1.86976 3.98604
C -1.78133 -1.46027 5.31271
Si -1.82910 -1.57300 1.17235
C -3.51302 -1.15231 0.41891
C -3.93892 -1.88749 -0.69580
C -5.20145 -1.70610 -1.24524
C -6.06178 -0.75893 -0.69911
C -5.65230 -0.00277 0.39232
C -4.39361 -0.20422 0.95079
H -1.87171 0.21314 6.65979
H -1.92840 1.88758 4.84599
H -1.86869 1.15224 2.47915
H -1.69780 -2.93034 3.75128
H -1.74828 -2.19672 6.10800
H -1.83069 -3.05048 1.20155
H -3.27080 -2.63017 -1.12834
H -5.52594 -2.30880 -2.08621
H -7.04929 -0.61567 -1.12470
H -6.32228 0.73790 0.81709
H -4.10264 0.37379 1.82087
C 1.29818 -0.74244 -3.96053
Si 0.72948 0.63667 -2.80866
C -0.66328 1.47840 -3.82550
C -1.91129 0.59165 -3.68312
C -0.26155 1.55879 -5.30481
C -1.02157 2.89902 -3.35003
C 2.26882 1.68127 -2.31512
C 2.32702 3.03435 -3.03498
C 3.54533 0.88591 -2.62803
C 2.22208 1.93835 -0.79691
H 1.85560 -0.33750 -4.81466
H 0.43019 -1.28653 -4.35154
H 1.93782 -1.44837 -3.42984
H -1.71628 -0.44540 -3.98148
H -2.71765 0.97515 -4.32284
H -2.28084 0.58912 -2.65232
H -0.18416 0.56784 -5.76106
H 0.69849 2.06820 -5.44333
H -1.02153 2.12472 -5.85780
H -1.20942 2.93062 -2.27979
H -1.93485 3.23979 -3.85859
H -0.22723 3.61157 -3.59056
H 2.23816 2.92956 -4.12185
H 3.28764 3.52319 -2.82545
H 1.53233 3.70415 -2.69500
H 3.65044 0.68755 -3.69978
H 3.56243 -0.07469 -2.10446
H 4.42325 1.46050 -2.30506
H 1.28110 2.41438 -0.50802
H 3.05105 2.59186 -0.48738
H 2.31988 1.00014 -0.23617
C -2.16338 4.36347 2.37145
As -0.87593 3.53252 1.20678
C 0.56059 2.95173 2.35658
C -0.14210 4.99765 0.19316
S -1.75935 2.09063 -0.01308
H -1.68653 5.13235 2.98064
H -2.61273 3.60382 3.00720
H -2.93677 4.80594 1.75074
H 1.19400 3.81069 2.57807
H 1.14301 2.18740 1.85232
H 0.14767 2.54594 3.27739
H 0.13978 5.81210 0.86433
H -0.89922 5.33830 -0.50923
H 0.73077 4.65650 -0.36189
*
```

Calculated values
energy relative to the best compared isomer or geometry (same formula, charge and spin): 1.729 eV
molecular weight: 846.7 Da
LUMO energy: -0.159 eV


The lowest LUMO energy belongs to which entry? C32H53AsBInN4S3Si2


The highest LUMO energy belongs to which entry? C32H53AlO24P